Entry 1:
ORCA calculation (the ωB97M-V functional and the def2-TZVPD basis) on a cluster of 2 separate species, C3H6NO2 in total at a distorted geometry.

Results
E_tot ... -8793.4701 eV
Energy above the lowest of the compared OMol25 structures with the same formula, charge and spin ... 1.747 eV
HOMO level ... -4.11 eV
2S+1 ... 1
Net charge ... -1
Gap between HOMO and LUMO ... 8.1 eV

Atoms and positions in Å:
1 C 0.313 -3.272 0.298
2 C -0.730 -2.493 0.096
3 N -0.646 -1.203 -0.385
4 H 1.282 -2.991 -0.097
5 H 0.251 -4.164 0.917
6 H -1.571 -2.694 0.742
7 H 0.321 -0.924 -0.426
8 H -1.042 -0.358 -0.001
9 O 1.070 3.054 0.408
10 C 0.046 2.555 0.062
11 O -0.006 1.412 -0.550
12 H -1.004 3.088 -0.033

Results of the Löwdin charge analysis, in e, for atoms 1 through 4:
1 C -0.074
2 C -0.332
3 N 0.023
4 H 0.038

Entry 2:
ORCA calculation (the ωB97M-V functional and the def2-TZVPD basis) on a structure of composition C4H4FNOS at a distorted geometry.

Results
E_tot ... -21299.5467 eV
Energy above the lowest of the compared OMol25 structures with the same formula, charge and spin ... 3.069 eV
HOMO level ... -8.41 eV
2S+1 ... 1
Gap between HOMO and LUMO ... 8.8 eV

Atoms and positions in Å:
1 C -0.677 -0.688 0.600
2 C -1.710 0.424 0.356
3 C -0.999 1.292 -0.325
4 C 0.573 -0.186 0.171
5 H 0.349 -1.910 1.493
6 H -1.674 -2.297 1.302
7 H -2.771 0.465 0.680
8 H 2.800 -0.881 1.025
9 N -0.784 -2.096 0.834
10 O 0.272 1.122 -0.531
11 F -1.404 2.369 -0.941
12 S 2.133 -1.003 -0.152

Results of the Löwdin charge analysis, in e, for atoms 1 through 4:
1 C -0.348
2 C 0.065
3 C -0.485
4 C -0.551

Entry 3:
ORCA calculation (the ωB97M-V functional and the def2-TZVPD basis) on a structure of composition C3H8N4S at a distorted geometry.

Results
E_tot ... -20032.3824 eV
Energy above the lowest of the compared OMol25 structures with the same formula, charge and spin ... 3.855 eV
HOMO level ... -7.78 eV
2S+1 ... 1
Gap between HOMO and LUMO ... 8.4 eV

Atoms and positions in Å:
1 C 0.050 1.642 0.047
2 C -2.183 -0.690 -0.488
3 C 1.205 -0.548 -0.040
4 H -0.845 2.111 -0.629
5 H 1.071 1.899 -0.334
6 H 0.075 1.862 1.090
7 H -1.149 -0.486 1.314
8 H -2.002 -0.148 -1.470
9 H -3.403 -1.745 0.812
10 H 1.029 -1.564 0.163
11 H 4.556 0.187 -0.542
12 N 0.023 0.165 -0.065
13 N -1.001 -0.566 0.360
14 N -3.335 -1.181 -0.110
15 N 2.358 0.046 -0.050
16 S 3.552 -0.984 -0.057

Results of the Löwdin charge analysis, in e, for atoms 1 through 4:
1 C -0.025
2 C -0.229
3 C -0.307
4 H 0.136

Entry 4:
ORCA calculation (the ωB97M-V functional and the def2-TZVPD basis) on an isolated molecule of C4H8O4 at a distorted geometry.

Results
E_tot ... -12464.5277 eV
Energy above the lowest of the compared OMol25 structures with the same formula, charge and spin ... 4.632 eV
HOMO level ... -9.25 eV
2S+1 ... 1
Gap between HOMO and LUMO ... 8.2 eV

Atoms and positions in Å:
1 C 1.041 -0.664 -0.127
2 C -1.419 0.389 -0.046
3 C -0.988 1.707 0.460
4 C -0.661 -0.812 -0.023
5 O 1.416 0.214 -1.152
6 O 1.496 -0.140 1.076
7 O 1.387 -1.938 -0.377
8 O -1.023 -1.947 -0.519
9 H 0.458 -2.381 -0.540
10 H 1.599 -0.328 -1.930
11 H 2.443 0.034 0.976
12 H -2.327 0.362 -0.649
13 H -0.754 -0.683 1.163
14 H -0.124 1.645 1.115
15 H -1.807 2.213 0.981
16 H -0.737 2.330 -0.408

Results of the Löwdin charge analysis, in e, for atoms 1 through 4:
1 C -0.628
2 C 0.054
3 C -0.060
4 C -0.452

Entry 5:
ORCA calculation (the ωB97M-V functional and the def2-TZVPD basis) on an isolated molecule of CH4F2NP at a distorted geometry.

Results
E_tot ... -17316.4977 eV
SMILES ... CNP(F)F
Energy above the lowest of the compared OMol25 structures with the same formula, charge and spin ... 0.827 eV
HOMO level ... -9.61 eV
2S+1 ... 1
Gap between HOMO and LUMO ... 10.3 eV

Atoms and positions in Å:
1 C -0.535 -0.995 -0.556
2 N -0.435 0.009 0.521
3 F 0.994 2.424 0.036
4 F 1.654 1.096 1.742
5 P 1.356 0.799 0.224
6 H -1.322 -1.740 -0.433
7 H -0.793 -0.635 -1.522
8 H 0.365 -1.577 -0.399
9 H -1.284 0.618 0.387

Results of the Löwdin charge analysis, in e, for atoms 1 through 4:
1 C -0.289
2 N -0.248
3 F -0.344
4 F -0.289

Entry 6:
ORCA calculation (the ωB97M-V functional and the def2-TZVPD basis) on a cluster of 2 separate species, C4H11NO in total at a distorted geometry.

Results
E_tot ... -7862.7409 eV
SMILES ... C/C=C(/C)N.O
Energy above the lowest of the compared OMol25 structures with the same formula, charge and spin ... 1.813 eV
HOMO level ... -7.93 eV
2S+1 ... 1
Gap between HOMO and LUMO ... 8.8 eV

Atoms and positions in Å:
1 C -0.190 1.553 -2.169
2 N 0.334 0.017 0.283
3 C 0.909 -0.391 -0.988
4 C 0.483 0.210 -2.104
5 C 2.075 -1.352 -0.939
6 H 0.615 2.241 -2.450
7 H -0.818 1.764 -1.311
8 H -0.831 1.695 -3.046
9 H -0.643 -0.169 0.202
10 H 0.821 -0.529 0.976
11 H 0.643 -0.329 -3.035
12 H 2.160 -1.936 -0.019
13 H 1.945 -2.169 -1.661
14 H 2.991 -0.837 -1.211
15 H -3.553 -0.714 6.024
16 H -3.532 0.738 5.334
17 O -3.410 0.209 6.114

Results of the Löwdin charge analysis, in e, for atoms 1 through 4:
1 C -0.107
2 N 0.067
3 C -0.393
4 C -0.160